Record 1
24
Properties=species:S:1:pos:R:3:forces:R:3 method="wB97M-V/def2-TZVPD" lumo_energy_ev=0.81 e_tot_ev=-11606.527 smiles=Cc1ccc(O)cc1.CC total_charge=0 e_homo_ev=-8.282 gap_ev=9.0900 de_lowest_kcal_mol=25.6
C 0.725 2.961 0.457 -0.1 0.5 0.4
C 0.463 -0.735 1.424 2.3 -1.2 -0.6
C 0.351 0.627 1.317 -2.4 1.0 0.4
C 1.680 -1.279 0.928 -1.0 2.3 -0.1
C 1.078 1.526 0.524 0.7 -1.4 0.3
C 2.384 -0.440 0.064 0.4 -0.8 -0.6
C 2.110 0.923 -0.168 0.8 -1.3 0.6
O 2.125 -2.451 1.402 -0.1 -1.0 -0.3
H -0.248 -1.469 1.787 -0.2 0.6 0.8
H -0.491 1.050 1.872 0.0 0.0 -0.3
H 2.927 -2.749 0.951 -0.1 0.2 0.0
H 3.115 -0.947 -0.566 0.5 0.4 0.3
H -0.310 3.075 0.769 -0.1 0.2 -0.1
H 0.845 3.365 -0.547 0.0 0.0 0.0
H 2.922 1.398 -0.708 -0.6 0.5 -0.5
H 1.329 3.564 1.145 0.0 0.0 -0.1
C -2.365 -0.348 -1.128 0.3 0.5 -0.1
C -2.842 -1.719 -1.511 -1.3 -1.2 -1.0
H -3.217 0.301 -0.916 0.2 0.0 0.5
H -1.639 -0.451 -0.317 -0.5 0.4 0.2
H -1.822 0.202 -1.897 0.1 -0.4 -0.3
H -3.163 -1.862 -2.557 0.8 0.4 -0.1
H -3.800 -2.018 -1.070 0.2 0.4 0.7
H -2.159 -2.523 -1.254 0.3 0.0 -0.1

Record 2
28
Properties=species:S:1:pos:R:3:forces:R:3 method="wB97M-V/def2-TZVPD" lumo_energy_ev=-5.99 e_tot_ev=-322785.242 total_charge=+1 e_homo_ev=-12.034 gap_ev=6.0474
Re -1.137 -0.401 -0.443 1.4 1.5 -0.9
Cl 2.732 2.222 5.194 0.0 0.0 -0.1
C 2.067 1.515 3.771 0.2 -0.1 0.1
C 2.783 0.526 3.087 0.1 0.0 0.0
C 2.277 -0.056 1.943 0.3 -0.1 0.1
C 1.034 0.325 1.469 -0.2 -0.4 -0.5
O 0.607 -0.274 0.327 0.0 0.2 0.2
C 0.314 1.309 2.146 -0.1 0.3 0.2
C -0.932 1.781 1.667 -0.3 -0.1 -0.2
O -1.569 1.299 0.706 0.0 0.0 0.1
C 0.850 1.915 3.300 -0.2 0.1 0.0
H 3.751 0.221 3.466 0.0 0.0 0.0
H 2.830 -0.815 1.407 0.0 0.0 0.0
H -1.389 2.642 2.157 0.0 0.0 0.0
H 0.289 2.688 3.812 0.0 0.0 0.0
S 0.132 -1.353 -2.324 -0.2 -0.1 0.3
C -0.489 0.023 -3.280 -0.1 -0.1 0.2
S -1.497 1.014 -2.240 0.2 -0.3 0.3
C -0.078 0.263 -4.532 0.1 0.1 -0.4
C 0.815 -0.658 -5.191 -0.1 0.2 0.1
N 1.531 -1.422 -5.663 -0.1 0.0 0.0
C -0.518 1.452 -5.215 0.1 -0.2 0.0
N -0.869 2.421 -5.723 0.0 -0.1 0.0
Se -1.195 -5.080 1.347 -0.3 0.1 -0.1
Sb -2.955 -3.881 0.403 0.1 -0.2 0.3
Se -2.604 -1.351 1.079 -0.8 -0.7 0.7
Se -1.807 -2.273 -1.924 -0.3 -0.3 -0.4
Se -4.972 -4.050 -0.745 0.3 0.0 0.0

Record 3
12
Properties=species:S:1:pos:R:3:forces:R:3 method="wB97M-V/def2-TZVPD" lumo_energy_ev=-1.97 e_tot_ev=-20176.950 smiles="O=C1C(=S)C=C[C@@H]1O" total_charge=0 e_homo_ev=-9.202 gap_ev=7.2369 de_lowest_kcal_mol=61.1
C 0.869 -0.338 0.263 0.8 1.0 1.3
C 0.548 1.149 0.185 -0.5 1.3 -3.7
C -0.798 1.320 -0.106 1.1 -2.1 -0.1
C -1.578 -0.031 -0.263 -0.6 2.3 1.5
C -0.491 -1.033 -0.067 0.2 -3.0 0.9
H 2.182 -1.589 -0.377 0.6 -3.2 0.5
H 0.983 -0.445 1.421 0.4 -0.7 -1.9
H 1.384 2.011 -0.130 -2.3 -2.5 1.6
H -1.244 2.259 -0.324 -0.4 0.6 0.1
O 2.043 -0.704 -0.551 -2.6 3.4 1.0
O -0.684 -2.238 0.089 0.7 2.2 -0.7
S -3.214 -0.361 -0.140 2.6 0.7 -0.6

Record 4
15
Properties=species:S:1:pos:R:3:forces:R:3 method="wB97M-V/def2-TZVPD" lumo_energy_ev=-0.33 e_tot_ev=-30133.534 total_charge=0 e_homo_ev=-9.773 gap_ev=9.4453 de_lowest_kcal_mol=28.1
C 0.680 1.362 0.366 -0.5 0.6 -1.1
C -1.310 -0.062 0.456 0.4 -1.8 -0.1
C -0.608 1.121 -0.029 3.9 -1.0 3.2
N -0.454 -0.389 -2.923 1.5 0.0 1.4
O 0.918 -1.424 -0.961 -0.4 -0.1 -0.5
S 0.716 -0.353 -1.924 0.6 0.4 -1.3
Cl 2.013 -1.333 3.666 -0.1 0.6 -1.6
H 1.335 0.641 0.848 -0.8 -0.2 0.8
H 1.967 -0.868 2.406 0.1 -0.7 1.6
H 1.325 2.201 0.064 -0.8 -0.1 -0.4
H -0.788 -0.673 1.236 -0.3 0.7 -0.8
H -1.496 -0.665 -0.442 0.1 -0.5 0.2
H -2.305 0.105 0.765 -1.1 0.7 0.7
H -1.022 1.552 -0.849 -1.3 2.2 -1.8
H -0.971 -1.214 -2.680 -1.0 -0.8 -0.2

Record 5
81
Properties=species:S:1:pos:R:3:forces:R:3 method="wB97M-V/def2-TZVPD" lumo_energy_ev="0.54 / 0.54" e_tot_ev=-103018.697 total_charge=0 e_homo_ev="-5.483 / -4.977" gap_ev="6.0196 / 5.5135" de_lowest_kcal_mol=0.1 multiplicity=2
V 1.020 0.389 -0.422 -1.8 0.3 0.1
C -0.414 2.227 -3.905 0.0 0.0 0.1
C -1.878 2.364 -3.484 0.3 0.6 -0.5
C -2.760 2.052 -4.698 0.1 0.0 0.3
C -2.173 3.787 -2.996 0.0 -0.1 0.0
N -2.176 1.433 -2.387 0.1 -0.5 0.7
C -3.175 0.491 -2.386 -0.4 -0.5 0.2
C -3.213 -0.068 -1.158 -0.3 0.0 -0.4
N -2.247 0.514 -0.383 -0.3 0.3 -0.4
B -2.223 0.217 1.137 0.4 0.0 -0.2
N -1.721 -1.205 1.456 0.1 -0.7 -0.1
C -1.923 -1.712 2.713 -0.1 -0.3 0.3
C -1.442 -2.970 2.757 -0.3 0.3 0.5
N -0.938 -3.268 1.513 -0.3 0.9 0.0
C -1.087 -2.154 0.733 -0.3 -0.1 0.0
S -0.559 -1.989 -0.851 0.5 0.5 -0.8
C -0.313 -4.532 1.118 0.3 -0.5 -0.4
C -1.077 -5.133 -0.066 0.0 0.1 0.0
C 1.147 -4.257 0.737 0.0 -0.1 0.0
C -0.348 -5.526 2.280 0.0 0.2 -0.1
N -1.416 1.250 1.938 0.3 0.3 0.6
C -1.993 2.401 2.405 0.0 0.2 0.1
C -1.054 3.123 3.049 -0.4 0.1 0.0
N 0.124 2.419 2.999 -0.7 -0.6 -0.6
C -0.111 1.278 2.291 -0.5 0.1 0.2
S 1.002 0.055 1.949 0.9 -0.9 0.6
C 1.411 2.879 3.527 0.9 0.1 0.2
C 1.240 4.208 4.269 -0.1 -0.2 -0.1
C 2.374 3.086 2.354 0.0 -0.1 0.0
C 1.957 1.838 4.507 -0.1 0.0 -0.1
C -1.603 1.418 -1.149 -0.4 0.4 0.2
S -0.334 2.415 -0.617 1.1 0.1 0.2
H -0.196 2.939 -4.696 0.0 0.1 -0.1
H -0.228 1.222 -4.278 0.0 -0.1 -0.1
H 0.262 2.412 -3.072 -0.1 0.0 -0.1
H -2.483 2.723 -5.507 0.1 0.1 0.0
H -3.815 2.206 -4.484 -0.1 0.0 0.0
H -2.608 1.033 -5.048 0.0 -0.1 0.0
H -2.003 4.501 -3.798 0.0 0.0 -0.1
H -1.523 4.045 -2.163 0.0 0.0 0.0
H -3.209 3.866 -2.672 -0.1 0.0 0.0
H -3.780 0.273 -3.239 -0.1 0.0 -0.2
H -3.850 -0.835 -0.770 -0.1 -0.2 0.0
H -3.358 0.287 1.516 -0.2 0.0 0.1
H -2.388 -1.123 3.476 -0.1 0.1 0.2
H -1.405 -3.645 3.584 0.0 -0.2 0.1
H -1.112 -4.427 -0.893 0.0 -0.1 0.0
H -2.097 -5.390 0.215 -0.1 0.0 0.1
H -0.574 -6.034 -0.404 0.1 -0.1 0.0
H 1.204 -3.898 -0.286 0.1 0.1 0.0
H 1.730 -5.170 0.824 0.1 -0.2 0.0
H 1.572 -3.502 1.399 0.1 0.0 0.0
H -1.364 -5.717 2.621 -0.1 0.0 0.0
H 0.255 -5.179 3.116 0.1 0.0 0.1
H 0.068 -6.471 1.939 0.0 0.0 -0.1
H -3.027 2.608 2.237 -0.3 0.1 0.0
H -1.144 4.072 3.530 0.0 0.2 0.1
H 0.912 5.000 3.601 -0.1 0.1 -0.1
H 2.206 4.497 4.676 0.1 0.0 0.0
H 0.543 4.117 5.099 -0.1 0.0 0.1
H 1.916 3.717 1.594 0.0 0.1 0.0
H 2.635 2.134 1.894 0.0 0.1 0.0
H 3.285 3.562 2.707 0.1 0.1 0.1
H 1.270 1.703 5.341 -0.1 0.0 0.1
H 2.917 2.169 4.895 0.1 0.1 0.0
H 2.097 0.883 4.007 0.1 0.0 0.1
C 3.270 -2.258 -3.942 0.0 -0.1 -0.5
N 2.652 -1.547 -2.846 -0.7 0.9 0.1
C 3.039 -1.897 -1.501 0.1 0.1 0.5
C 1.809 -0.530 -3.120 0.4 -0.5 -0.6
O 1.195 0.177 -2.320 0.2 -0.9 -1.1
H 4.040 -2.917 -3.553 0.0 0.1 0.0
H 3.733 -1.566 -4.651 0.0 -0.1 0.1
H 2.533 -2.866 -4.474 0.1 0.0 0.0
H 3.150 -2.980 -1.427 -0.1 0.0 0.0
H 2.258 -1.575 -0.799 0.3 -0.3 -0.1
H 3.977 -1.411 -1.217 -0.1 -0.1 0.0
H 1.691 -0.355 -4.198 0.0 0.0 0.1
F 3.125 2.110 -1.550 0.4 0.8 -0.8
B 2.792 1.231 -0.584 0.4 0.2 0.5
F 3.933 0.775 -0.004 1.0 -0.2 0.6

Record 6
84
Properties=species:S:1:pos:R:3:forces:R:3 method="wB97M-V/def2-TZVPD" lumo_energy_ev="2.00 / 2.00" e_tot_ev=-192523.960 total_charge=-1 e_homo_ev="-3.407 / -3.411" gap_ev="5.4072 / 5.4108" de_lowest_kcal_mol=0.0 multiplicity=2
Ru -0.480 -0.067 0.089 0.1 0.5 0.4
C 0.969 -0.555 3.429 0.0 0.0 0.1
N 1.274 -1.760 2.669 0.0 -0.1 0.1
C 2.472 -2.432 2.671 0.0 0.0 -0.1
C 2.315 -3.501 1.854 0.0 0.0 0.0
N 1.032 -3.487 1.367 0.0 0.0 0.0
B 0.463 -4.616 0.456 0.0 0.0 0.0
N -0.394 -4.081 -0.743 0.0 0.0 0.0
C -1.424 -4.849 -1.237 0.0 0.0 0.0
C -1.932 -4.235 -2.326 0.0 0.0 0.0
N -1.212 -3.074 -2.491 0.0 0.0 0.0
C -1.383 -2.144 -3.588 0.0 0.0 0.0
C -0.273 -2.994 -1.515 -0.1 0.0 0.0
S 0.819 -1.674 -1.342 0.1 0.0 0.0
C 0.406 -2.411 1.864 0.0 0.1 -0.1
S -1.179 -1.820 1.499 -0.2 -0.1 0.0
H 1.701 -0.474 4.231 0.0 0.0 0.0
H -0.037 -0.635 3.833 0.0 0.0 0.0
H 1.020 0.326 2.799 0.0 0.1 0.0
H 3.319 -2.083 3.235 0.0 0.0 0.0
H 3.006 -4.275 1.574 0.0 0.0 0.0
H -0.275 -5.326 1.099 0.0 0.0 0.0
H 1.417 -5.231 0.028 0.0 0.0 0.0
H -1.719 -5.758 -0.745 0.0 0.0 0.0
H -2.749 -4.494 -2.975 0.0 0.0 0.0
H -2.442 -2.068 -3.825 0.0 0.0 0.0
H -0.827 -2.486 -4.464 0.0 0.0 0.0
H -1.030 -1.167 -3.276 0.0 0.0 0.0
S -1.227 1.563 1.612 0.0 -0.1 -0.2
As -3.460 1.790 1.246 0.0 -0.1 0.0
S -3.164 1.741 -1.134 0.0 0.0 0.0
S -2.338 -0.137 -1.075 -0.1 -0.1 0.0
S -3.807 3.834 1.708 0.0 0.0 0.0
O 2.425 1.207 1.144 0.0 -0.1 0.1
P 3.269 1.978 0.202 0.0 -0.1 0.0
C 2.415 3.319 -0.692 -0.1 0.1 0.0
P 0.987 2.753 -1.675 0.1 0.1 0.3
O 0.375 1.625 -0.939 -0.1 -0.4 -0.5
C -0.104 4.161 -1.865 0.1 0.0 0.0
C -0.043 5.043 -2.945 0.0 0.0 -0.1
C -0.911 6.120 -3.003 0.0 0.0 0.0
C -1.843 6.313 -1.988 0.0 0.0 0.0
C -1.912 5.433 -0.920 0.0 0.0 0.0
C -1.043 4.351 -0.852 0.0 0.0 0.0
C 1.646 2.285 -3.283 0.0 0.0 0.0
C 2.454 3.122 -4.053 0.0 0.0 0.0
C 2.944 2.685 -5.271 0.0 0.0 0.0
C 2.646 1.403 -5.718 0.0 0.0 0.0
C 1.856 0.563 -4.949 0.0 0.0 0.0
C 1.348 1.004 -3.734 0.0 0.0 0.0
C 4.576 2.877 1.082 0.0 0.0 0.0
C 5.888 2.995 0.635 0.0 0.0 0.0
C 6.815 3.715 1.379 0.0 0.0 0.0
C 6.435 4.316 2.569 0.0 0.0 0.0
C 5.128 4.193 3.024 0.0 0.0 0.0
C 4.202 3.474 2.286 0.0 0.0 0.0
C 4.049 0.938 -1.044 -0.1 0.0 0.0
C 4.709 1.435 -2.168 0.0 0.0 0.0
C 5.240 0.563 -3.103 0.0 0.0 0.0
C 5.106 -0.809 -2.924 0.0 0.0 0.0
C 4.441 -1.307 -1.815 0.0 0.0 0.0
C 3.912 -0.435 -0.873 0.0 0.0 0.0
H 3.125 3.911 -1.275 0.0 0.0 0.0
H 1.998 3.967 0.087 0.0 0.0 0.0
H 0.656 4.883 -3.756 -0.1 0.0 0.0
H -0.871 6.798 -3.846 0.0 0.0 0.0
H -2.531 7.148 -2.043 0.0 0.0 0.0
H -2.656 5.539 -0.141 0.0 0.0 0.0
H -1.119 3.648 -0.027 0.0 0.0 0.0
H 2.709 4.117 -3.702 0.0 0.0 0.0
H 3.567 3.339 -5.869 0.0 0.0 0.0
H 3.040 1.058 -6.666 0.0 0.0 0.0
H 1.639 -0.443 -5.284 0.0 0.0 0.0
H 0.753 0.348 -3.109 0.0 0.0 0.0
H 6.197 2.511 -0.282 0.0 0.0 0.0
H 7.836 3.798 1.030 0.0 0.0 0.0
H 7.159 4.876 3.148 0.0 0.0 0.0
H 4.831 4.654 3.957 0.0 0.0 0.0
H 3.186 3.356 2.644 0.0 0.0 0.0
H 4.795 2.504 -2.327 0.0 0.0 0.0
H 5.739 0.952 -3.982 0.0 0.0 0.0
H 5.507 -1.490 -3.665 0.0 0.0 0.0
H 4.306 -2.373 -1.689 0.0 0.0 0.0
H 3.360 -0.810 -0.020 0.0 0.0 0.0

Record 7
23
Properties=species:S:1:pos:R:3:forces:R:3 method="wB97M-V/def2-TZVPD" lumo_energy_ev=-5.23 e_tot_ev=-9432.704 total_charge=+1 e_homo_ev=-11.964 gap_ev=6.7388 de_lowest_kcal_mol=167.6
C 2.474 -2.489 1.415 -0.3 3.1 -0.5
C 3.895 -2.636 1.316 -0.3 -1.9 -0.8
C -5.060 2.878 -0.984 1.6 0.8 -0.5
C 0.574 0.527 -1.468 0.4 1.4 1.2
C -0.054 -0.450 0.686 0.9 0.2 4.5
C -3.869 3.587 -0.945 -3.6 -1.7 0.2
N 1.871 -1.032 -0.430 6.2 -4.7 0.9
N 0.934 -0.386 -0.338 -4.6 4.3 -0.2
H 1.971 -1.787 2.095 0.5 -0.7 -0.1
H 4.541 -1.819 1.489 0.5 0.8 0.5
H 4.062 -3.498 2.019 0.2 0.5 -0.1
H 4.077 -3.116 0.344 0.4 0.2 0.2
H -6.076 3.124 -1.380 1.3 0.7 0.5
H 1.928 -3.230 0.930 -1.2 -1.2 -0.3
H -5.057 1.832 -0.701 0.3 -0.1 0.0
H 1.010 0.016 -2.239 0.8 -0.7 -2.5
H -0.461 0.693 -1.588 -1.3 -0.4 0.0
H 0.999 1.523 -1.353 0.4 -0.2 0.3
H 0.239 -1.325 1.358 -0.7 1.5 -0.8
H -0.275 0.521 1.278 1.0 -1.4 -1.0
H -0.933 -0.651 0.223 -2.8 -0.9 -1.3
H -2.983 3.079 -0.628 0.4 -0.2 0.3
H -3.806 4.639 -1.098 0.0 0.5 -0.4

Record 8
59
Properties=species:S:1:pos:R:3:forces:R:3 method="wB97M-V/def2-TZVPD" lumo_energy_ev=2.21 e_tot_ev=-39035.612 total_charge=-1 e_homo_ev=-4.486 gap_ev=6.6930 de_lowest_kcal_mol=0.0
O -1.745 -0.665 7.676 -0.1 0.2 0.2
C -1.583 -0.640 6.445 -0.1 -0.6 -0.1
O -1.816 0.258 5.611 0.1 0.5 -0.1
C -1.017 -1.948 5.818 0.0 -0.2 0.0
N 0.408 -1.772 5.526 0.1 0.2 0.0
C 0.992 -2.786 4.711 0.1 -0.2 0.1
C 0.518 -2.838 3.255 -0.2 -0.4 -0.1
O -0.097 -3.696 2.721 0.2 0.3 0.2
I 1.146 -1.083 2.121 0.0 0.2 -0.1
H -1.127 -2.760 6.544 0.1 0.0 -0.1
H -1.589 -2.185 4.906 0.0 0.0 0.1
H 0.587 -0.834 5.181 -0.1 -0.1 -0.1
H 0.743 -3.770 5.125 0.0 0.1 0.0
H 2.083 -2.681 4.671 -0.1 0.0 0.0
C -3.336 1.629 -0.926 0.0 0.0 0.0
C -1.823 1.658 -0.781 0.0 0.0 0.0
O -1.228 0.379 -0.697 0.0 0.0 0.0
C -1.403 -0.471 -1.811 0.0 -0.1 0.0
C -0.811 0.063 -3.104 0.0 0.0 0.0
H -3.778 1.023 -0.134 0.0 0.0 0.0
H -3.733 2.642 -0.850 0.0 0.0 0.0
H -3.650 1.221 -1.888 0.0 0.0 0.0
H -1.549 2.147 0.155 0.0 0.0 0.0
H -1.375 2.244 -1.594 0.0 0.0 0.0
H -2.463 -0.717 -1.953 0.0 0.0 0.0
H -0.898 -1.395 -1.525 0.0 0.0 0.0
H -1.345 0.941 -3.472 0.0 0.0 0.0
H -0.855 -0.702 -3.881 0.0 0.0 0.0
H 0.235 0.338 -2.956 0.0 0.0 0.0
C -0.585 2.562 3.932 0.0 0.1 -0.1
C 0.836 2.969 3.605 0.0 -0.1 0.0
O 1.096 3.132 2.210 0.0 0.1 0.0
C 0.308 4.103 1.560 0.0 0.0 -0.1
C 0.485 5.515 2.097 0.0 0.0 0.0
H -0.867 1.670 3.373 0.0 0.0 0.0
H -0.690 2.312 4.987 0.0 -0.1 0.0
H -1.304 3.354 3.705 0.0 0.0 0.0
H 1.522 2.180 3.915 0.0 0.0 0.0
H 1.128 3.878 4.145 0.0 0.0 0.0
H -0.753 3.826 1.591 0.0 0.0 0.0
H 0.620 4.064 0.514 0.0 0.0 0.0
H 0.098 5.616 3.111 0.0 0.0 0.0
H -0.055 6.222 1.464 0.0 0.0 0.0
H 1.541 5.790 2.103 0.0 0.0 0.0
C 1.652 -3.839 -4.318 0.0 0.1 0.0
C 0.729 -3.326 -5.411 0.0 0.0 0.0
O 0.851 -1.937 -5.663 0.0 0.0 -0.1
C 2.124 -1.493 -6.092 0.0 0.0 0.0
C 2.577 -2.097 -7.411 0.0 0.0 0.0
H 1.530 -3.248 -3.409 0.0 0.0 0.0
H 1.410 -4.877 -4.090 0.0 0.0 0.0
H 2.701 -3.802 -4.613 0.0 0.0 0.0
H -0.310 -3.460 -5.110 0.0 0.0 0.0
H 0.874 -3.901 -6.334 0.0 0.0 0.0
H 2.878 -1.671 -5.316 0.0 0.0 0.0
H 2.019 -0.413 -6.193 0.0 0.0 0.0
H 2.779 -3.166 -7.328 0.0 0.0 0.0
H 3.498 -1.613 -7.740 0.0 0.0 0.0
H 1.815 -1.951 -8.178 0.0 0.0 0.0